This record from the Open Molecules 2025 dataset describes the molecule C5H3NO. The level of theory is ωB97M-V with the def2-TZVPD basis set.

Each atom is followed by the atoms it is bonded to, with distances in Å.
Atoms and positions in Å:
1 N 3.14713 -0.26587 0.48781  C2 1.156
2 C 2.01132 -0.18103 0.29175  N1 1.156, C3 1.426
3 C 0.60947 -0.01073 0.09475  C2 1.426, C4 1.357, C7 1.432
4 C 0.03127 1.18704 -0.17601  C3 1.357, O5 1.345, H8 1.071
5 O -1.30726 1.06236 -0.22481  C4 1.345, C6 1.362
6 C -1.58549 -0.25844 -0.04536  O5 1.362, C7 1.354, H9 1.080
7 C -0.44911 -0.97446 0.12421  C3 1.432, C6 1.354, H10 1.081
8 H 0.50066 2.01959 -0.65831  C4 1.071
9 H -2.63018 -0.53143 -0.07006  C6 1.080
10 H -0.32783 -2.04703 0.17602  C7 1.081

SMILES ... N#Cc1ccoc1
Charge ... 0
Energy relative to the best compared isomer or geometry (same formula, charge and spin) ... 0.222 eV
HOMO ... -9.6 eV
Frontier orbital gap ... 0.38294 hartree

---

This record from the Open Molecules 2025 dataset describes the molecule C5H3NO. The level of theory is ωB97M-V with the def2-TZVPD basis set.

Each atom is followed by the atoms it is bonded to, with distances in Å.
Atoms and positions in Å:
1 O 0.54446 -0.93846 0.69405  C2 1.359, C5 1.344
2 C 0.72462 0.19976 -0.02636  O1 1.359, C3 1.344, C6 1.410
3 C -0.36903 0.46230 -0.76212  C2 1.344, C4 1.430, H8 1.081
4 C -1.38299 -0.46295 -0.36261  C3 1.430, C5 1.384, H9 1.097
5 C -0.72521 -1.32953 0.49207  O1 1.344, C4 1.384, H10 1.085
6 C 1.88268 0.97814 0.17312  C2 1.410, N7 1.155
7 N 2.78145 1.69560 0.28102  C6 1.155
8 H -0.55409 1.26305 -1.46452  C3 1.081
9 H -1.97037 0.39889 -0.02230  C4 1.097
10 H -0.93153 -2.26680 0.99765  C5 1.085

SMILES ... N#Cc1ccco1
Charge ... 0
Energy relative to the best compared isomer or geometry (same formula, charge and spin) ... 2.287 eV
HOMO ... -9.5 eV
Frontier orbital gap ... 0.35237 hartree

---

This record from the Open Molecules 2025 dataset describes the molecule C5H3NO. The level of theory is ωB97M-V with the def2-TZVPD basis set.

Each atom is followed by the atoms it is bonded to, with distances in Å.
Atoms and positions in Å:
1 N -2.75911 -1.49604 0.45583  C2 1.158
2 C -1.83816 -0.80323 0.34468  N1 1.158, C3 1.423
3 C -0.61819 -0.08862 0.18506  C2 1.423, C4 1.357, C7 1.436
4 C 0.28270 0.11768 1.17892  C3 1.357, O5 1.340, H8 1.080
5 O 1.46820 0.46725 0.66158  C4 1.340, C6 1.374
6 C 1.31669 0.50031 -0.70397  O5 1.374, C7 1.354, H9 1.078
7 C 0.03739 0.22781 -1.05327  C3 1.436, C6 1.354, H10 1.084
8 H 0.15667 0.06825 2.25000  C4 1.080
9 H 2.24122 0.70756 -1.21735  C6 1.078
10 H -0.46644 0.28263 -2.01136  C7 1.084

SMILES ... N#Cc1ccoc1
Charge ... 0
Energy relative to the best compared isomer or geometry (same formula, charge and spin) ... 0.181 eV
HOMO ... -9.6 eV
Frontier orbital gap ... 0.38324 hartree

---

This record from the Open Molecules 2025 dataset describes the molecule C5H3NO. The level of theory is ωB97M-V with the def2-TZVPD basis set.

Each atom is followed by the atoms it is bonded to, with distances in Å.
Atoms and positions in Å:
1 C 2.29597 0.74493 0.79466  C2 1.208, H8 1.069
2 C 1.27313 0.88588 0.16852  C1 1.208, C4 1.435
3 C -0.35811 -0.38664 -0.93196  C4 1.323, C7 1.308
4 C 0.13221 0.81985 -0.69949  C2 1.435, C3 1.323, H9 1.089
5 O -1.95975 0.24031 0.95522  N6 1.199
6 N -1.99599 -0.92408 0.66960  O5 1.199, C7 1.498
7 C -1.11598 -1.34570 -0.46697  C3 1.308, N6 1.498, H10 1.091
8 H 3.22384 0.64033 1.31528  C1 1.069
9 H -0.31128 1.73262 -1.09484  C4 1.089
10 H -1.18404 -2.40750 -0.71002  C7 1.091

SMILES ... C#CC=C=CN=O
Charge ... 0
Energy relative to the best compared isomer or geometry (same formula, charge and spin) ... 5.493 eV
HOMO ... -9.2 eV
Frontier orbital gap ... 0.31490 hartree